Molecular formula: C33H55F17IN3O8PS
Method: DFT, ωB97M-V/def2-TZVPD

Its LUMO energy is -3.16 eV. The total charge is +1. The calculation puts the strongest force on any atom at 7.83 eV/A. The HOMO-LUMO gap comes out at 8.3 eV. Its molar mass is 1134.727 g/mol.

Each line ends with the Löwdin charge.
Positions of all 119 atoms, in Å:
C (5.591, -1.087, 3.770)  -0.088
C (5.620, -0.645, 2.156)  -0.243
O (4.289, -0.276, 1.656)  -0.234
C (3.944, -0.998, 0.408)  -0.187
C (3.640, -2.541, 0.777)  -0.251
C (2.276, -3.248, 0.314)  -0.497
I (2.441, -4.952, 1.773)  1.195
C (0.959, -2.266, 0.447)  -0.185
C (0.820, -1.182, 1.649)  -0.129
C (0.714, 0.394, 1.096)  -0.267
C (1.327, 1.495, 2.141)  -0.519
S (0.585, 3.169, 1.652)  0.615
C (-0.367, -3.167, -0.052)  -0.191
C (-1.393, -1.947, -0.332)  -0.163
P (-2.974, -2.252, -1.326)  0.752
O (-4.246, -2.111, -0.344)  -0.394
O (-3.175, -0.939, -2.503)  -0.226
O (-3.128, -3.803, -2.089)  -0.241
C (-1.010, -4.268, 0.976)  -0.189
F (-2.433, -4.666, 0.671)  -0.098
C (-1.027, -3.877, 2.568)  -0.209
C (-2.308, -2.962, 3.055)  -0.118
C (0.525, -3.870, -1.306)  -0.127
N (-0.030, -3.898, -2.689)  0.102
C (-0.293, -2.804, -3.369)  -0.305
C (0.209, -1.263, -3.309)  -0.059
C (-1.348, -3.060, -4.657)  -0.056
N (2.071, -3.886, -1.088)  -0.177
C (3.005, -3.215, -2.012)  -0.049
C (3.055, -3.459, -3.603)  -0.253
O (4.134, -4.420, -4.026)  -0.109
C (3.554, -2.025, -4.310)  -0.199
N (4.971, -1.622, -3.860)  -0.035
O (2.299, -5.168, -0.649)  -0.466
C (2.757, -6.083, -1.667)  -0.208
C (2.487, -7.649, -1.229)  -0.069
H (6.555, -1.753, 3.991)  0.096
H (5.571, -0.126, 4.459)  0.091
H (4.608, -1.745, 3.922)  0.080
H (6.112, -1.572, 1.607)  0.125
H (6.372, 0.244, 2.045)  0.132
H (3.134, -0.467, -0.250)  0.116
H (4.944, -0.979, -0.244)  0.141
H (3.680, -2.618, 1.970)  0.070
H (4.580, -3.184, 0.419)  0.132
H (1.162, -1.548, -0.490)  0.111
H (-0.094, -1.294, 2.364)  0.100
H (1.783, -1.180, 2.349)  0.131
H (1.237, 0.557, 0.064)  0.099
H (-0.456, 0.565, 0.931)  0.107
H (2.483, 1.587, 1.986)  0.085
H (1.004, 1.272, 3.253)  0.097
H (-0.825, 3.018, 1.605)  -0.126
H (-1.772, -1.562, 0.736)  0.120
H (-0.902, -0.961, -0.797)  0.105
H (-3.662, -1.289, -3.305)  0.084
H (-3.819, -4.353, -1.575)  0.118
H (-0.459, -5.330, 0.965)  0.126
H (-1.169, -4.915, 3.146)  0.134
H (0.019, -3.476, 2.980)  0.081
H (-3.343, -3.303, 2.633)  0.094
H (-2.150, -1.794, 2.871)  0.072
H (-2.371, -3.070, 4.240)  0.096
H (0.297, -5.021, -1.013)  0.177
H (1.082, -1.009, -2.587)  0.052
H (0.591, -0.983, -4.406)  0.113
H (-0.665, -0.477, -3.099)  0.102
H (-2.057, -3.985, -4.461)  0.090
H (-0.669, -3.382, -5.584)  0.099
H (-1.984, -2.082, -4.888)  0.091
H (2.854, -2.037, -1.882)  0.144
H (4.113, -3.532, -1.681)  0.176
H (2.117, -3.855, -4.152)  0.147
H (4.986, -4.229, -3.541)  0.100
H (3.534, -2.130, -5.489)  0.144
H (2.876, -1.115, -4.036)  0.091
H (4.864, -0.686, -3.368)  0.078
H (5.511, -1.354, -4.738)  0.096
H (2.169, -5.919, -2.671)  0.144
H (3.919, -6.020, -1.934)  0.149
H (2.920, -7.785, -0.146)  0.079
H (1.331, -7.832, -1.258)  0.094
H (3.031, -8.397, -1.980)  0.115
C (-2.288, 4.010, 4.921)  -0.057
C (-3.202, 4.375, 3.741)  -0.430
C (-2.770, 5.606, 2.954)  -0.289
F (-2.766, 6.726, 3.715)  0.094
F (-3.632, 5.846, 1.930)  0.081
F (-4.481, 4.496, 4.187)  0.131
F (-3.207, 3.303, 2.888)  0.085
O (-2.728, 4.447, 6.210)  0.033
C (-2.358, 5.778, 6.564)  -0.476
C (-3.570, 6.692, 6.780)  -0.264
F (-4.324, 6.794, 5.656)  0.089
F (-3.181, 7.955, 7.101)  0.097
F (-1.490, 6.263, 5.644)  0.123
F (-1.651, 5.667, 7.722)  0.139
H (-2.293, 2.916, 4.991)  0.148
H (-1.238, 4.266, 4.736)  0.141
H (-1.773, 5.475, 2.523)  0.158
H (-4.208, 6.313, 7.583)  0.177
C (-2.747, 4.666, -2.820)  -0.057
C (-3.661, 5.031, -4.000)  -0.431
C (-3.229, 6.262, -4.787)  -0.292
F (-3.225, 7.381, -4.027)  0.087
F (-4.091, 6.502, -5.812)  0.094
F (-4.940, 5.151, -3.554)  0.130
F (-3.666, 3.959, -4.853)  0.097
O (-3.187, 5.102, -1.531)  0.032
C (-2.817, 6.433, -1.177)  -0.472
C (-4.028, 7.347, -0.961)  -0.264
F (-4.783, 7.449, -2.085)  0.092
F (-3.640, 8.610, -0.640)  0.100
F (-1.949, 6.918, -2.097)  0.124
F (-2.110, 6.323, -0.020)  0.123
H (-2.752, 3.572, -2.750)  0.145
H (-1.697, 4.921, -3.006)  0.145
H (-2.232, 6.130, -5.218)  0.174
H (-4.667, 6.969, -0.159)  0.169

---

Molecular formula: C33H55N6OSSbSi3Y
Method: DFT, ωB97M-V/def2-TZVPD

Its LUMO energy is -2.20 eV. The total charge is +1. The calculation puts the strongest force on any atom at 1.81 eV/A. The HOMO-LUMO gap comes out at 7.6 eV. As for the energy relative to the best compared isomer or geometry (same formula, charge and spin): 0.064 eV. Its molar mass is 878.835 g/mol.

Each line ends with the Löwdin charge.
Positions of all 101 atoms, in Å:
Y (0.071, 0.553, 1.656)  1.401
C (-0.276, -1.921, 3.732)  -0.137
C (-0.010, -0.620, 4.543)  -0.164
N (-0.774, 0.539, 4.007)  -0.108
C (-2.263, 0.396, 4.094)  -0.158
C (-2.972, 0.907, 2.832)  -0.179
N (-2.524, 0.350, 1.540)  -0.116
C (-2.991, -1.003, 1.258)  -0.200
C (-2.246, -1.976, 2.130)  -0.191
N (-0.823, -1.652, 2.348)  -0.120
H (-1.022, -2.603, 4.213)  0.129
H (0.648, -2.487, 3.641)  0.109
H (1.025, -0.360, 4.487)  0.081
H (-0.189, -0.759, 5.637)  0.137
H (-0.452, 1.367, 4.466)  0.104
H (-2.685, 0.855, 4.985)  0.129
H (-2.456, -0.644, 4.281)  0.085
H (-2.779, 2.015, 2.850)  0.115
H (-4.070, 0.772, 2.991)  0.134
H (-2.826, 0.948, 0.785)  0.109
H (-2.820, -1.185, 0.225)  0.061
H (-4.081, -1.088, 1.405)  0.137
H (-2.380, -2.987, 1.734)  0.119
H (-2.752, -2.061, 3.083)  0.102
H (-0.290, -2.213, 1.717)  0.051
S (4.306, -1.645, 2.771)  1.027
C (3.465, -2.888, 1.916)  -0.383
C (2.264, -2.413, 1.469)  -0.266
C (1.961, -1.060, 1.832)  -0.278
C (2.995, -0.531, 2.555)  -0.565
C (2.931, 0.782, 3.160)  -0.273
C (3.957, 1.331, 3.928)  -0.016
C (3.773, 2.575, 4.526)  -0.040
C (2.643, 3.339, 4.254)  -0.034
C (1.658, 2.751, 3.461)  -0.118
N (1.769, 1.520, 2.970)  -0.013
H (3.931, -3.832, 1.782)  0.058
H (1.602, -3.037, 0.941)  0.064
H (4.860, 0.749, 4.074)  0.101
H (4.566, 2.921, 5.198)  0.121
H (2.476, 4.337, 4.622)  0.107
H (0.720, 3.223, 3.227)  0.098
O (-0.761, 2.615, 1.679)  -0.257
C (-0.740, 3.797, 1.154)  -0.366
C (-1.732, 4.750, 1.563)  -0.016
C (-1.779, 6.019, 1.046)  -0.092
C (-0.926, 6.331, -0.009)  -0.099
C (0.011, 5.400, -0.438)  -0.052
C (0.169, 4.156, 0.147)  -0.103
C (1.173, 3.211, -0.324)  -0.266
N (1.302, 1.922, -0.057)  0.020
C (2.426, 1.464, -0.721)  -0.131
C (2.985, 2.514, -1.384)  -0.073
N (2.230, 3.618, -1.085)  0.120
H (-2.384, 4.504, 2.381)  0.099
H (-2.458, 6.735, 1.528)  0.115
H (-0.939, 7.355, -0.432)  0.113
H (0.599, 5.767, -1.268)  0.103
H (2.756, 0.475, -0.510)  0.064
H (3.845, 2.690, -1.998)  0.116
H (2.370, 4.562, -1.437)  0.160
C (-1.117, -4.699, -0.863)  -0.235
Si (-1.558, -3.463, -2.191)  0.245
C (-1.206, -4.175, -3.859)  -0.221
C (-3.403, -3.118, -2.215)  -0.217
Sb (-0.148, -1.340, -1.815)  0.818
Si (-1.556, 0.166, -3.463)  0.221
C (-3.139, 0.485, -2.572)  -0.224
C (-1.831, -0.652, -5.083)  -0.216
C (-0.754, 1.742, -3.830)  -0.224
Si (2.056, -1.810, -3.117)  0.290
C (3.455, -2.034, -1.862)  -0.217
C (2.048, -3.260, -4.235)  -0.223
C (2.283, -0.281, -4.183)  -0.219
H (-1.881, -5.495, -0.846)  0.039
H (-1.110, -4.320, 0.176)  0.007
H (-0.162, -5.179, -1.099)  0.030
H (-2.093, -4.701, -4.157)  0.034
H (-0.383, -4.904, -3.815)  0.040
H (-0.926, -3.415, -4.558)  -0.004
H (-3.887, -4.098, -2.314)  0.046
H (-3.534, -2.481, -3.081)  0.007
H (-3.792, -2.668, -1.301)  0.014
H (-3.687, -0.446, -2.295)  0.019
H (-3.839, 1.062, -3.211)  0.055
H (-2.933, 1.028, -1.665)  0.006
H (-2.379, -1.554, -4.942)  -0.003
H (-0.887, -0.893, -5.577)  0.032
H (-2.444, 0.115, -5.665)  0.076
H (-0.129, 2.183, -3.021)  0.035
H (-1.566, 2.418, -4.078)  0.036
H (-0.160, 1.569, -4.770)  0.048
H (3.449, -3.050, -1.465)  0.029
H (3.513, -1.333, -1.018)  0.003
H (4.382, -1.877, -2.436)  0.041
H (1.989, -4.222, -3.698)  0.044
H (2.989, -3.232, -4.776)  0.042
H (1.218, -3.242, -4.928)  0.015
H (2.412, 0.650, -3.631)  0.014
H (1.479, -0.164, -4.924)  0.021
H (3.146, -0.466, -4.780)  0.019